# 1
Here is a 3-piece molecular cluster, C25H60BrN4O4PSi overall in a non-equilibrium geometry from OMol25. Energies are from wB97M-V/def2-TZVPD.

Each line ends with the Mulliken charge.
CARTESIAN COORDINATES (ANGSTROEM)
C (1.077, -5.233, -1.904)  -1.647
C (1.630, -4.534, -0.641)  0.753
C (2.684, -3.431, -0.931)  -0.164
Br (3.907, -4.136, -2.323)  -0.156
Si (3.597, -3.111, 0.698)  -0.289
C (4.669, -1.582, 0.701)  -0.450
C (5.398, -1.246, -0.626)  -0.502
C (4.722, -0.059, -1.269)  0.178
N (4.396, -0.106, -2.654)  -0.591
O (4.475, 0.894, -0.644)  -0.438
O (2.422, -2.879, 1.870)  -0.549
C (1.723, -1.627, 1.748)  -1.347
C (0.356, -1.649, 2.389)  2.545
C (0.498, -1.690, 3.915)  -2.042
C (-0.602, -2.712, 1.842)  -1.561
C (-1.420, -2.316, 0.592)  1.071
C (-2.813, -1.761, 0.928)  -1.664
C (-0.733, -1.352, -0.383)  -0.882
P (4.789, -4.869, 1.443)  0.959
N (6.170, -4.336, 1.899)  -0.861
O (3.991, -5.646, 2.615)  -0.494
O (4.989, -6.000, 0.299)  -0.461
H (1.066, -4.588, -2.773)  0.368
H (0.049, -5.513, -1.683)  0.484
H (1.616, -6.154, -2.076)  0.432
H (2.058, -5.314, -0.020)  0.145
H (0.798, -4.027, -0.166)  -0.834
H (2.170, -2.543, -1.281)  0.653
H (5.443, -1.751, 1.444)  0.546
H (4.144, -0.687, 1.017)  0.321
H (5.540, -2.075, -1.312)  0.364
H (6.396, -0.909, -0.358)  0.380
H (4.884, -0.904, -3.049)  0.317
H (3.396, -0.229, -2.767)  0.269
H (1.702, -1.291, 0.710)  0.554
H (2.310, -0.874, 2.280)  0.859
H (-0.101, -0.681, 2.176)  -0.689
H (-0.459, -1.816, 4.409)  0.453
H (1.234, -2.432, 4.209)  0.267
H (0.864, -0.707, 4.207)  0.463
H (-1.328, -2.895, 2.633)  0.464
H (-0.074, -3.653, 1.725)  0.371
H (-1.585, -3.236, 0.030)  0.395
H (-2.773, -0.694, 1.129)  0.146
H (-3.202, -2.287, 1.793)  0.404
H (-3.448, -1.924, 0.065)  0.474
H (-0.278, -0.485, 0.088)  -0.087
H (-1.505, -0.961, -1.044)  0.525
H (-0.016, -1.836, -1.042)  -0.145
H (6.341, -4.537, 2.879)  0.229
H (4.217, -6.586, 2.504)  0.318
H (5.659, -5.686, -0.327)  0.337
C (-2.135, 1.735, 3.475)  -1.544
C (-0.675, 1.823, 3.055)  -0.094
N (-0.476, 1.638, 1.630)  1.207
C (0.915, 1.428, 1.265)  -0.176
C (1.926, 2.556, 1.501)  -1.681
C (-1.225, 2.530, 0.764)  -0.890
C (-1.028, 4.041, 0.937)  -1.289
H (-2.585, 0.801, 3.133)  0.219
H (-2.208, 1.767, 4.563)  0.461
H (-2.724, 2.567, 3.086)  0.312
H (-0.133, 1.030, 3.579)  0.114
H (-0.258, 2.776, 3.414)  0.473
H (0.958, 1.136, 0.210)  0.410
H (1.263, 0.548, 1.818)  -0.394
H (1.820, 3.360, 0.774)  0.332
H (2.934, 2.152, 1.387)  0.473
H (1.853, 2.981, 2.503)  0.302
H (-2.290, 2.314, 0.895)  0.443
H (-1.024, 2.264, -0.278)  0.278
H (-1.043, 4.346, 1.984)  0.290
H (-1.837, 4.573, 0.432)  0.269
H (-0.095, 4.384, 0.492)  0.279
C (-6.081, 3.090, -4.478)  -1.415
C (-5.203, 4.177, -3.875)  -0.361
N (-4.852, 3.928, -2.490)  0.148
C (-4.269, 5.082, -1.826)  -0.683
C (-2.920, 5.598, -2.340)  -1.024
C (-4.207, 2.655, -2.218)  -0.667
C (-2.901, 2.340, -2.959)  -0.811
H (-6.972, 2.926, -3.871)  0.337
H (-6.402, 3.390, -5.477)  0.435
H (-5.549, 2.143, -4.579)  0.280
H (-5.762, 5.115, -3.919)  0.474
H (-4.315, 4.312, -4.513)  0.266
H (-4.183, 4.866, -0.756)  0.364
H (-4.992, 5.901, -1.891)  0.398
H (-2.099, 4.944, -2.046)  0.136
H (-2.714, 6.580, -1.909)  0.396
H (-2.905, 5.710, -3.425)  0.393
H (-4.923, 1.858, -2.440)  0.322
H (-4.034, 2.569, -1.142)  0.259
H (-2.956, 2.577, -4.022)  0.339
H (-2.681, 1.273, -2.877)  0.296
H (-2.054, 2.873, -2.530)  0.130

HOMO-LUMO gap, eV: 8.5
LUMO, eV: 0.299
Highest occupied orbital energy, Ha: -0.301
E_tot, eV: -128259.859
Charge: 0



# 2
Here is C14H21NO4 in the gas phase from OMol25. Energies are from wB97M-V/def2-TZVPD.

Each line ends with the Mulliken charge.
CARTESIAN COORDINATES (ANGSTROEM)
C (4.105, -2.903, -1.495)  -0.701
O (2.868, -3.448, -1.091)  -0.476
C (1.753, -2.685, -0.964)  0.437
C (0.606, -3.414, -0.648)  -0.515
C (-0.618, -2.807, -0.477)  -0.877
C (-0.723, -1.430, -0.631)  -0.206
C (-2.028, -0.769, -0.432)  0.267
O (-3.003, -1.311, 0.037)  -0.654
O (-2.015, 0.508, -0.837)  -0.289
C (-3.172, 1.283, -0.563)  -0.635
C (-3.288, 1.657, 0.915)  -0.619
C (-2.091, 2.463, 1.422)  -0.869
N (-0.834, 1.735, 1.371)  0.601
C (0.293, 2.634, 1.498)  -1.181
C (-0.760, 0.680, 2.360)  -1.325
C (0.412, -0.684, -0.938)  -0.170
C (1.649, -1.284, -1.104)  1.093
O (2.787, -0.570, -1.394)  -0.456
C (2.673, 0.817, -1.600)  -0.753
H (4.486, -2.180, -0.772)  0.244
H (4.783, -3.755, -1.551)  0.299
H (4.036, -2.429, -2.477)  0.269
H (0.718, -4.481, -0.542)  0.438
H (-1.497, -3.381, -0.231)  0.495
H (-3.067, 2.176, -1.183)  0.390
H (-4.064, 0.722, -0.866)  0.383
H (-3.413, 0.745, 1.497)  0.259
H (-4.189, 2.260, 1.039)  0.427
H (-1.982, 3.349, 0.790)  0.409
H (-2.310, 2.808, 2.451)  0.359
H (1.215, 2.057, 1.441)  0.285
H (0.294, 3.189, 2.451)  0.356
H (0.279, 3.352, 0.679)  0.348
H (-0.837, 1.063, 3.391)  0.389
H (-1.556, -0.043, 2.198)  0.347
H (0.190, 0.158, 2.251)  0.316
H (0.299, 0.383, -1.020)  0.528
H (1.998, 1.047, -2.430)  0.360
H (2.327, 1.333, -0.699)  0.171
H (3.678, 1.155, -1.846)  0.256

HOMO-LUMO gap, eV: 8.9
LUMO, eV: 0.720
Highest occupied orbital energy, Ha: -0.301
Energy above the lowest of the compared OMol25 structures with the same formula, charge and spin, kJ/mol: 337.13
E_tot, eV: -24537.893
Charge: 0